ORCA calculation (ωB97M-V with the def2-TZVPD basis set) on a 24-piece molecular cluster, C22H92N26O24 overall.

Last columns: bonded neighbours and bond lengths (Å).
Cartesian coordinates (Å):
1 O 6.29760 -27.49753 0.36360  H2 0.989, H3 0.983
2 H 6.56025 -27.53982 1.31612  O1 0.989
3 H 5.37503 -27.81028 0.49800  O1 0.983
4 O 1.40623 -27.25254 8.35651  H5 0.950, H6 0.973
5 H 1.34279 -27.13143 7.41643  O4 0.950
6 H 0.49418 -27.56906 8.48049  O4 0.973
7 O 3.44847 -26.86835 1.14722  H8 0.981, H9 1.003
8 H 2.52128 -27.04640 0.88108  O7 0.981
9 H 3.74815 -25.92342 0.99644  O7 1.003
10 O 7.17235 -30.34546 -0.66772  H11 0.955, H12 0.993
11 H 7.88048 -30.81642 -1.10230  O10 0.955
12 H 7.44500 -29.39181 -0.71727  O10 0.993
13 O 4.12509 -28.92948 9.39574  H14 0.960, H15 0.998
14 H 3.17220 -29.01808 9.31570  O13 0.960
15 H 4.51109 -29.61502 8.78137  O13 0.998
16 O 6.57905 -23.24629 5.43097  H17 0.969, H18 0.957
17 H 5.68944 -23.23242 5.04680  O16 0.969
18 H 6.47699 -23.53440 6.33748  O16 0.957
19 O 3.63512 -23.63319 7.15850  H20 1.011, H21 0.973
20 H 4.55322 -23.97783 7.40589  O19 1.011
21 H 3.63557 -22.67674 7.33765  O19 0.973
22 O -1.08566 -28.64867 7.82750  H23 0.947, H24 0.964
23 H -1.37930 -28.70427 8.72612  O22 0.947
24 H -1.84949 -28.36819 7.30967  O22 0.964
25 C -0.76788 -26.32338 0.93877  O26 1.243, N27 1.397, N28 1.338
26 O 0.23709 -26.88729 0.47186  C25 1.243
27 N -2.04524 -26.88607 0.89358  C25 1.397, H29 1.002, H30 0.948
28 N -0.70628 -25.11842 1.51742  C25 1.338, H31 1.003, H32 1.013
29 H -1.91634 -27.84816 0.64310  N27 1.002
30 H -2.59886 -26.79883 1.65763  N27 0.948
31 H -1.46409 -24.93806 2.14910  N28 1.003
32 H 0.15947 -24.68732 1.81969  N28 1.013
33 C -0.62134 -23.62826 5.36611  O34 1.243, N35 1.413, N36 1.363
34 O -0.57539 -24.11859 4.22431  C33 1.243
35 N -1.49662 -22.55861 5.65752  C33 1.413, H37 1.033, H38 1.057
36 N 0.25428 -24.04836 6.32218  C33 1.363, H39 1.027, H40 1.035
37 H -1.35900 -22.03361 6.53627  N35 1.033
38 H -1.71130 -21.92879 4.83587  N35 1.057
39 H 0.31864 -23.84278 7.32668  N36 1.027
40 H 0.86881 -24.80680 5.97761  N36 1.035
41 C 5.34942 -23.29967 0.61077  O42 1.239, N43 1.357, N44 1.386
42 O 4.36608 -23.99444 0.90310  C41 1.239
43 N 5.47823 -22.02731 1.06606  C41 1.357, H45 1.054, H46 1.017
44 N 6.34936 -23.69823 -0.26215  C41 1.386, H47 1.010, H48 1.043
45 H 6.37345 -21.47663 0.98902  N43 1.054
46 H 4.84740 -21.74470 1.81138  N43 1.017
47 H 7.21824 -23.18955 -0.33644  N44 1.010
48 H 6.23433 -24.64318 -0.68850  N44 1.043
49 C 4.57267 -30.83952 1.91630  O50 1.249, N51 1.311, N52 1.406
50 O 3.86643 -30.74916 2.94298  C49 1.249
51 N 5.76569 -31.38018 1.85887  C49 1.311, H53 0.973, H54 1.049
52 N 4.12398 -30.36290 0.67248  C49 1.406, H55 0.992, H56 1.034
53 H 6.18979 -31.80033 2.62693  N51 0.973
54 H 6.28150 -31.27500 0.95096  N51 1.049
55 H 4.83886 -30.13742 0.02246  N52 0.992
56 H 3.31587 -29.71996 0.73175  N52 1.034
57 C -3.10959 -26.64811 5.71873  O58 1.211, N59 1.346, N60 1.335
58 O -3.51786 -27.65170 6.26078  C57 1.211
59 N -3.56299 -25.42212 6.03829  C57 1.346, H61 1.039, H62 1.016
60 N -2.14465 -26.69673 4.79682  C57 1.335, H63 1.008, H64 1.024
61 H -4.21305 -25.23310 6.82690  N59 1.039
62 H -3.15565 -24.57758 5.64726  N59 1.016
63 H -1.79198 -27.61442 4.57466  N60 1.008
64 H -1.69805 -25.86558 4.40014  N60 1.024
65 C 3.16348 -22.09248 3.77611  O66 1.281, N67 1.379, N68 1.415
66 O 3.47708 -21.25046 2.86375  C65 1.281
67 N 2.74510 -21.78748 5.05396  C65 1.379, H69 1.027, H70 1.046
68 N 3.56996 -23.44235 3.64871  C65 1.415, H71 1.044, H72 1.025
69 H 2.45217 -22.55415 5.67097  N67 1.027
70 H 2.18128 -20.90659 5.08820  N67 1.046
71 H 3.93356 -23.76908 2.72631  N68 1.044
72 H 3.20693 -24.12487 4.32159  N68 1.025
73 C 0.61693 -20.48442 7.89319  O74 1.240, N75 1.389, N76 1.395
74 O -0.34874 -21.24990 8.03011  C73 1.240
75 N 1.71924 -20.68164 8.71498  C73 1.389, H77 1.037, H78 1.019
76 N 0.82846 -19.67099 6.77995  C73 1.395, H79 1.020, H80 0.985
77 H 1.68496 -21.56200 9.26165  N75 1.037
78 H 2.61810 -20.25592 8.49216  N75 1.019
79 H -0.04786 -19.34417 6.37191  N76 1.020
80 H 1.52282 -18.99257 6.94807  N76 0.985
81 C 5.16885 -30.70250 6.17682  O82 1.241, N83 1.329, N84 1.460
82 O 5.15721 -30.74353 7.41731  C81 1.241
83 N 5.27309 -29.57088 5.48840  C81 1.329, H85 1.017, H86 1.020
84 N 5.03036 -31.91665 5.37759  C81 1.460, H87 0.996, H88 1.020
85 H 5.33226 -29.61325 4.47443  N83 1.017
86 H 5.72411 -28.82168 6.01388  N83 1.020
87 H 4.44245 -32.54367 5.88067  N84 0.996
88 H 4.69362 -31.73811 4.43118  N84 1.020
89 C 5.56257 -26.00631 8.03579  O90 1.262, N91 1.391, N92 1.337
90 O 6.12310 -24.95457 7.61932  C89 1.262
91 N 4.83571 -26.82925 7.18184  C89 1.391, H93 1.046, H94 1.006
92 N 5.61285 -26.48645 9.28239  C89 1.337, H95 1.022, H96 1.000
93 H 4.31313 -26.32046 6.43220  N91 1.046
94 H 4.31208 -27.60451 7.55050  N91 1.006
95 H 6.16948 -25.95131 9.95247  N92 1.022
96 H 5.12380 -27.33882 9.46752  N92 1.000
97 C 6.89171 -26.55482 3.54753  O98 1.215, N99 1.391, N100 1.422
98 O 6.99452 -27.65835 3.05019  C97 1.215
99 N 6.34640 -25.48301 2.84851  C97 1.391, H101 0.989, H102 1.040
100 N 7.36341 -26.27344 4.85961  C97 1.422, H103 0.994, H104 1.052
101 H 6.14139 -24.62637 3.29862  N99 0.989
102 H 5.61241 -25.79770 2.18247  N99 1.040
103 H 7.28154 -25.38046 5.28775  N100 0.994
104 H 7.80033 -27.08392 5.36780  N100 1.052
105 C 5.33389 -20.03631 6.61813  O106 1.236, N107 1.347, N108 1.391
106 O 4.26616 -19.58503 7.04593  C105 1.236
107 N 6.41294 -20.11640 7.42012  C105 1.347, H109 0.990, H110 1.000
108 N 5.56828 -20.35461 5.28406  C105 1.391, H111 1.039, H112 1.028
109 H 6.36007 -19.95758 8.39601  N107 0.990
110 H 7.30418 -20.37597 7.04841  N107 1.000
111 H 6.26731 -21.04648 4.94834  N108 1.039
112 H 4.71725 -20.41656 4.71135  N108 1.028
113 C 0.06787 -29.71434 3.00360  O114 1.236, N115 1.347, N116 1.367
114 O -0.89203 -28.96952 3.22797  C113 1.236
115 N 0.75869 -29.58358 1.85509  C113 1.347, H117 1.005, H118 1.013
116 N 0.38625 -30.68572 3.91174  C113 1.367, H119 1.004, H120 1.025
117 H 1.63700 -30.06069 1.74926  N115 1.005
118 H 0.54103 -28.84332 1.19930  N115 1.013
119 H 0.06956 -30.49850 4.84582  N116 1.004
120 H 1.02916 -31.45214 3.68873  N116 1.025
121 C 2.13355 -26.81208 4.46309  O122 1.258, N123 1.366, N124 1.362
122 O 2.58402 -25.86942 5.16294  C121 1.258
123 N 2.64386 -28.05764 4.69490  C121 1.366, H125 1.003, H126 1.022
124 N 1.11336 -26.61850 3.58218  C121 1.362, H127 1.014, H128 0.992
125 H 2.40903 -28.78265 4.04275  N123 1.003
126 H 3.51878 -28.26897 5.18004  N123 1.022
127 H 0.47926 -25.84267 3.73622  N124 1.014
128 H 0.61592 -27.40343 3.23578  N124 0.992
129 C -0.93674 -18.46668 1.94828  C130 1.499, H133 1.167, H134 1.087, H135 1.078
130 C -0.92656 -19.82839 2.57449  C129 1.499, C131 1.557, O132 1.429, H136 1.132
131 C 0.45584 -20.43244 2.96036  C130 1.557, H137 1.126, H138 1.098, H139 1.046
132 O -1.76489 -19.81297 3.73135  C130 1.429, H140 0.928
133 H -2.07142 -18.21471 1.84347  C129 1.167
134 H -0.52247 -18.43418 0.94382  C129 1.087
135 H -0.63473 -17.67598 2.61554  C129 1.078
136 H -1.36589 -20.53461 1.80718  C130 1.132
137 H 0.82915 -19.69995 3.73015  C131 1.126
138 H 1.21267 -20.43231 2.16553  C131 1.098
139 H 0.39817 -21.39632 3.36128  C131 1.046
140 H -1.89683 -18.91990 3.94487  O132 0.928
141 C 1.78546 -25.10499 11.16581  C142 1.465, H145 1.137, H146 1.111, H147 1.111
142 C 0.83591 -24.75261 10.10666  C141 1.465, C143 1.520, O144 1.430, H148 1.102
143 C -0.26057 -23.82371 10.60207  C142 1.520, H149 1.071, H150 1.060, H151 1.100
144 O 1.46960 -24.08781 9.01044  C142 1.430, H152 0.967
145 H 2.42385 -25.89025 10.64743  C141 1.137
146 H 1.25282 -25.47792 12.06630  C141 1.111
147 H 2.45665 -24.28367 11.49573  C141 1.111
148 H 0.34977 -25.66746 9.73052  C142 1.102
149 H -0.93819 -23.53306 9.82596  C143 1.071
150 H 0.05894 -22.89492 11.00079  C143 1.060
151 H -0.73214 -24.41434 11.40152  C143 1.100
152 H 1.98268 -24.68127 8.44492  O144 0.967
153 C 3.32962 -27.92656 -2.08000  C154 1.542, H157 1.108, H158 1.123, H159 1.081
154 C 3.22103 -26.59307 -2.84632  C153 1.542, C155 1.503, O156 1.420, H160 1.130
155 C 3.98057 -26.68585 -4.13969  C154 1.503, H161 1.095, H162 1.152, H163 1.098
156 O 1.92251 -26.18861 -3.25616  C154 1.420, H164 0.990
157 H 4.40165 -28.14966 -1.91222  C153 1.108
158 H 2.95999 -28.73181 -2.77049  C153 1.123
159 H 2.85251 -27.87140 -1.11128  C153 1.081
160 H 3.76147 -25.81233 -2.23282  C154 1.130
161 H 5.05875 -26.86733 -4.08786  C155 1.095
162 H 3.87116 -25.84169 -4.91645  C155 1.152
163 H 3.55418 -27.52273 -4.70792  C155 1.098
164 H 1.31954 -26.13660 -2.47257  O156 0.990

E_LUMO: 0.276 eV
multiplicity: 1
orbital gap: 10.1 eV
HOMO level: -9.783 eV

Results of the Löwdin charge analysis, in e, for atoms 1 through 5:
1. O -0.099
2. H -0.006
3. H 0.003
4. O -0.046
5. H 0.016